[1]
100
Properties=species:S:1:pos:R:3:forces:R:3 method="wB97M-V/def2-TZVPD" s_squared=2.002 charge=0 lumo_ha="0.011 / 0.011" orbital_gap_ev="7.985 / 7.995" homo_energy_ha="-0.28276 / -0.28275" multiplicity=3
Pr -0.187414 -0.014191 0.863819 -0.6 0.8 -0.5
I -0.611920 1.156833 8.496822 0.1 0.1 -0.8
C -0.443060 1.400497 6.373877 0.7 0.3 0.7
C 0.768491 1.805747 5.813319 -0.9 -0.3 0.9
C 0.851539 1.965506 4.460947 0.4 -0.2 -1.3
I 2.640875 2.440331 3.463365 0.0 0.0 0.4
C -0.191037 1.649431 3.595925 -1.5 -0.2 1.4
O -0.045791 1.718724 2.307789 -0.4 -0.5 -0.7
C -1.446500 1.240970 4.233459 1.6 0.8 -2.5
C -2.624029 0.992803 3.364287 -0.7 0.1 -0.6
N -2.495933 -0.065239 2.372514 -0.1 0.1 -2.3
C -2.737382 -1.398910 2.844020 0.3 1.4 1.5
C -1.535610 -1.889400 3.544887 -1.2 -1.1 1.2
C -1.704555 -2.789351 4.602579 -0.2 -0.1 -0.3
C -0.547948 -3.176564 5.232018 -1.2 -0.8 1.4
C 0.669840 -2.705825 4.858930 0.9 0.4 -1.2
C 0.738466 -1.888543 3.752193 0.5 0.6 -0.1
N -0.376675 -1.477180 3.113777 2.0 0.2 -0.4
C -1.551156 1.156104 5.574057 0.3 -0.4 1.7
H 1.644083 1.960550 6.395391 0.4 0.2 0.6
H -3.432213 0.670715 4.011382 -0.6 0.5 0.3
H -2.908493 1.885136 2.771424 0.1 -0.2 0.6
H -3.125700 0.132829 1.571434 0.5 0.0 0.8
H -3.584464 -1.448555 3.525194 -0.3 -0.1 0.1
H -2.885143 -2.054486 2.060631 -0.7 -1.2 -2.0
H -2.703343 -3.205086 4.891369 1.1 0.7 -0.3
H -0.624625 -3.821627 6.094663 0.1 -0.2 0.0
H 1.577053 -3.037167 5.305163 0.5 -0.1 0.5
H 1.727357 -1.505269 3.394739 -1.2 -0.3 0.2
H -2.451504 0.818714 6.075835 -0.2 0.1 -0.3
C 1.850981 -1.472266 0.534450 0.8 0.7 1.3
Si 3.094954 -0.751821 -0.577732 0.2 0.1 0.1
C 2.106468 0.087967 -1.948457 -0.7 -0.4 -0.2
N 0.949436 0.956284 -1.580589 0.1 -0.5 0.0
C 1.385695 2.254443 -0.986294 -0.5 -0.4 -1.1
C 0.634598 3.416003 -1.604329 -0.2 1.0 0.2
C 0.820789 3.529249 -3.108327 -0.1 -1.4 -0.6
C 0.650167 2.155989 -3.775644 1.1 -0.8 0.7
C 0.093276 1.159071 -2.786882 0.2 -0.7 -0.1
C 4.371931 0.434604 0.203055 0.0 -0.2 0.4
C 4.792074 0.300898 1.549946 -0.5 0.0 -0.8
C 5.878704 0.995588 2.057250 -0.3 -0.4 0.8
C 6.581815 1.856939 1.198022 1.6 0.1 1.3
C 6.196576 2.032516 -0.100184 -0.3 0.1 -1.4
C 5.072919 1.332048 -0.589066 0.1 0.9 -0.6
C 4.103883 -2.051240 -1.532763 -0.7 -0.1 1.3
C 4.804749 -1.700902 -2.647999 1.5 -0.4 -1.7
C 5.533314 -2.645462 -3.411629 -0.8 0.8 0.3
C 5.515055 -3.927511 -2.950903 0.4 -2.1 -0.9
C 4.831924 -4.358334 -1.821133 -0.9 1.0 0.3
C 4.101746 -3.393800 -1.118095 1.2 -0.3 -1.3
H 2.324399 -1.948630 1.423614 -0.4 0.1 -0.6
H 1.373853 -2.224320 -0.063792 -0.5 -0.9 -0.4
H 1.627464 -0.769241 -2.463250 0.4 0.1 0.1
H 2.787243 0.524309 -2.692735 -0.2 0.3 -0.1
H 2.411517 2.345673 -1.228476 1.4 0.4 -0.2
H 1.354238 2.253097 0.096390 -0.3 0.0 0.5
H 0.997670 4.358262 -1.175381 -0.2 -0.2 0.3
H -0.443851 3.320581 -1.402287 0.4 0.2 0.2
H 1.777500 3.891717 -3.434203 0.6 0.5 0.3
H 0.085076 4.148672 -3.573652 -0.5 0.9 0.1
H 1.600806 1.756393 -4.116191 0.3 0.1 -0.2
H 0.021284 2.186989 -4.629376 -0.7 0.1 -0.8
H -0.093968 0.163445 -3.269819 0.1 0.9 0.6
H -0.819741 1.590068 -2.445951 -0.9 -0.3 0.2
H 4.159996 -0.320381 2.179628 0.4 -0.1 0.2
H 6.102157 0.799656 3.142383 0.2 0.6 -1.3
H 7.528170 2.360857 1.520096 -1.1 -0.5 0.0
H 6.815213 2.681881 -0.769454 -0.8 -0.6 0.6
H 4.698072 1.575334 -1.604837 0.5 -0.4 0.5
H 4.867105 -0.686664 -2.975317 -0.2 0.7 -0.1
H 6.009311 -2.455431 -4.387689 -0.2 0.3 0.8
H 5.965451 -4.685206 -3.594126 0.2 0.0 0.3
H 4.727360 -5.407285 -1.540899 0.4 0.3 -0.1
H 3.564024 -3.730104 -0.279590 -0.8 0.0 1.0
S -2.478540 1.694753 -0.565602 -0.4 -0.3 0.3
P -3.147606 -0.010281 -1.430076 0.1 1.4 0.8
S -1.984035 -1.540524 -0.960197 0.3 -0.9 0.1
C -4.861964 -0.349240 -0.953860 -1.2 -0.7 0.3
C -5.440566 -1.555939 -1.391546 1.1 0.3 0.0
C -6.757450 -1.848154 -1.105863 -0.4 -0.8 -0.3
C -7.555107 -0.939413 -0.395306 -0.8 -1.2 -0.6
C -7.009602 0.235241 0.061488 -1.1 0.7 0.7
C -5.680788 0.494027 -0.209683 1.4 1.8 0.0
C -3.279893 0.237688 -3.205534 0.9 -1.5 -0.7
C -2.815033 -0.786975 -4.078066 -1.2 2.5 -0.9
C -2.875936 -0.515307 -5.451905 -0.5 0.2 0.3
C -3.427160 0.703221 -5.971196 0.9 -2.1 0.1
C -3.913524 1.621449 -5.065401 0.4 0.2 -0.4
C -3.786053 1.420444 -3.703514 0.1 -0.5 0.2
H -4.760626 -2.224238 -1.930931 -0.6 -0.1 0.1
H -7.178897 -2.816262 -1.457611 0.3 0.9 0.3
H -8.626391 -1.209916 -0.289322 0.8 0.4 0.2
H -7.656277 0.975472 0.617946 1.0 -0.9 -0.7
H -5.243503 1.468620 0.087065 -0.3 -0.7 0.0
H -2.438953 -1.712517 -3.731898 0.4 -0.7 0.4
H -2.537327 -1.338399 -6.074981 0.0 0.4 -0.4
H -3.418612 0.822688 -7.073032 -0.2 0.2 0.9
H -4.318439 2.541078 -5.420754 -0.3 0.6 -0.2
H -4.022330 2.175054 -2.983807 -0.4 0.5 0.1

[2]
107
Properties=species:S:1:pos:R:3:forces:R:3 method="wB97M-V/def2-TZVPD" charge=+1 lumo_ha=-0.145 orbital_gap_ev=6.411 homo_energy_ha=-0.38046 multiplicity=1
C -4.629728 -0.649432 1.163235 0.7 0.3 0.2
C -3.304079 0.051560 1.470536 -0.5 0.0 -0.1
C -3.187594 1.253400 0.570141 -0.3 -0.1 0.1
O -1.816516 1.577374 0.332166 0.8 0.1 0.3
C -1.622934 2.796201 -0.284834 -0.6 -0.1 -0.3
C -0.929779 2.874621 -1.655348 -0.3 -0.7 0.3
C 0.316108 2.013635 -1.998679 -0.3 0.4 0.3
C 1.063401 1.347522 -0.871369 1.5 0.4 0.2
O 2.210387 1.660567 -0.600814 -0.8 -0.5 0.0
O 0.437620 0.346906 -0.248076 0.1 -0.1 -0.2
C 1.295284 -0.469838 0.533955 1.0 -2.8 -0.6
C 1.691023 -0.019905 1.899349 0.0 0.6 -0.5
O 1.633563 -1.539737 0.072206 -0.9 2.2 0.6
C -0.778597 4.365146 -1.727561 0.4 -1.0 -0.5
C -0.623898 5.062055 -3.019282 0.3 0.6 0.2
C 0.826846 5.343800 -3.404961 -0.3 0.0 -0.5
F 1.486778 5.945023 -2.378738 0.3 0.5 0.4
N -0.837079 4.908231 -0.566470 0.1 0.3 -0.6
C -0.701517 6.344265 -0.356913 -0.3 -0.1 1.0
C -2.047274 7.002923 -0.541012 -1.9 0.1 -2.8
O -2.689037 6.991855 -1.575726 1.5 0.0 2.6
F -2.506954 7.588873 0.556637 0.2 0.0 -0.1
C -1.009582 3.937377 0.534459 -1.2 0.1 1.3
C -2.110116 4.459273 1.503087 -0.2 -0.1 0.2
N -2.373559 3.618290 2.658873 0.4 -0.2 0.0
C 0.226552 3.646375 1.378596 0.2 0.6 -0.7
C 1.534855 3.946089 0.714466 0.9 0.2 -0.3
O 1.661775 4.372062 -0.399931 0.0 -0.3 0.3
O 2.594759 3.755315 1.542329 -0.7 -0.3 0.4
H -5.386657 0.102954 0.995934 -0.4 0.1 0.1
H -4.566172 -1.229749 0.258213 -0.1 -0.3 -0.2
H -4.919913 -1.258950 2.004420 -0.2 -0.4 0.1
H -3.353427 0.392523 2.495398 0.3 0.1 0.4
H -2.447225 -0.598218 1.362986 0.2 -0.3 -0.1
H -3.710091 2.069224 1.061505 0.0 0.5 0.0
H -3.710030 1.089242 -0.367177 0.1 -0.2 -0.5
H -2.613428 3.186457 -0.511271 -0.3 0.2 -0.1
H -1.677696 2.585021 -2.380102 -0.2 0.1 -0.4
H 1.038999 2.623708 -2.509089 0.4 0.2 -0.1
H 0.019598 1.257980 -2.708294 -0.2 -0.4 0.0
H 2.768603 -0.055533 1.925777 0.4 -0.1 0.0
H 1.321878 -0.697892 2.649317 -0.3 -0.3 0.2
H 1.398278 0.997276 2.102430 -0.2 0.2 0.2
H -1.068185 4.489669 -3.818352 -0.2 -0.3 -0.2
H -1.141953 6.007380 -2.976164 -0.2 0.3 0.0
H 0.800871 6.040035 -4.230795 0.0 0.1 -0.4
H 1.358882 4.460294 -3.716423 0.3 -0.4 0.1
H 0.054872 6.764932 -0.995611 0.2 0.1 -0.4
H -0.401774 6.485419 0.669003 0.3 0.1 0.3
H -1.869137 5.445796 1.876130 0.3 0.3 0.1
H -3.047135 4.578813 0.967897 -0.2 0.0 -0.4
H -1.851728 3.926284 3.463208 0.0 0.2 0.2
H -2.103526 2.654310 2.513702 -0.2 -0.1 -0.1
H 0.199868 4.240830 2.281518 0.0 0.2 0.4
H 0.216085 2.623741 1.721318 0.0 -0.4 0.0
H 3.128490 3.034839 1.189332 0.5 0.1 -0.3
C 5.775860 -4.859295 -1.698008 0.0 -0.1 0.0
C 4.420264 -4.315552 -1.258385 0.2 0.1 -0.2
C 3.419633 -4.140516 -2.410322 -0.2 -0.1 0.2
O 3.650027 -3.006685 -3.225818 0.1 -0.1 -0.1
C 4.620089 -3.182979 -4.242656 0.0 0.2 0.0
N 4.624916 -3.069036 -0.515344 -0.2 0.1 -0.1
H 6.380640 -4.099451 -2.192108 0.0 0.0 0.0
H 6.340624 -5.202933 -0.831509 0.0 0.0 0.0
H 5.661073 -5.703825 -2.379790 0.0 0.0 0.0
H 3.984734 -5.046765 -0.570162 -0.1 0.0 0.0
H 2.428706 -3.987191 -1.975434 0.0 0.1 0.0
H 3.362020 -5.047044 -3.026413 0.1 0.0 0.0
H 4.599642 -4.198767 -4.646221 0.0 0.0 0.0
H 5.624438 -2.952446 -3.879945 0.0 -0.1 0.0
H 4.385891 -2.485292 -5.046466 0.0 0.0 0.0
H 3.731784 -2.762393 -0.140046 0.0 0.0 0.1
H 4.864699 -2.350763 -1.193480 0.1 0.0 0.0
C -7.450203 -1.868536 -2.770044 0.1 0.0 -0.1
C -7.471550 -2.826784 -1.583587 -0.1 0.2 -0.1
C -8.802578 -3.573170 -1.414784 0.1 -0.2 0.1
O -9.842080 -2.799028 -0.853761 0.0 0.0 -0.1
C -10.553063 -1.982696 -1.766563 0.0 0.0 0.2
N -7.095938 -2.091107 -0.370463 -0.1 -0.2 0.0
H -8.011160 -0.956113 -2.568917 -0.1 0.0 0.0
H -6.424913 -1.572311 -2.993999 0.0 0.0 0.0
H -7.866531 -2.336830 -3.663226 0.0 0.0 0.0
H -6.704464 -3.585255 -1.764486 0.0 -0.1 0.0
H -8.641048 -4.394081 -0.711564 0.0 0.0 0.0
H -9.128120 -4.024044 -2.360872 0.0 0.1 -0.1
H -10.648092 -2.461812 -2.744782 0.0 0.0 0.0
H -10.078507 -1.004728 -1.880441 0.0 0.0 -0.1
H -11.550437 -1.825206 -1.358456 0.0 0.0 0.0
H -7.013732 -2.748874 0.400023 0.1 0.0 0.0
H -7.890017 -1.511211 -0.111696 0.0 0.1 0.0
C 8.165357 -2.673763 3.761347 0.1 0.0 0.0
C 7.182322 -2.943749 4.895507 0.0 0.1 -0.3
C 6.283786 -4.166213 4.657829 0.0 0.0 0.2
O 5.228734 -3.946264 3.743974 0.1 -0.1 -0.1
C 5.576779 -4.072126 2.371927 -0.1 0.1 0.2
N 6.399999 -1.729220 5.147440 -0.1 -0.1 0.1
H 7.677501 -2.229090 2.894285 -0.1 0.0 0.0
H 8.933502 -1.974693 4.090597 0.0 0.0 0.0
H 8.660913 -3.592278 3.442134 0.0 0.0 0.0
H 7.770901 -3.152930 5.793176 0.0 0.0 0.0
H 5.800664 -4.419923 5.605469 0.0 0.0 0.0
H 6.875014 -5.040839 4.357447 0.1 0.0 -0.1
H 6.325918 -4.855072 2.217554 0.1 0.0 0.0
H 5.936478 -3.127264 1.968312 0.1 -0.1 -0.1
H 4.677015 -4.340147 1.824384 -0.1 0.0 0.0
H 5.818722 -1.872981 5.968221 0.1 0.1 0.1
H 5.734729 -1.636935 4.384996 0.0 0.0 -0.1